(1)
Entry from the Open Molecules 2025 dataset: C30H51CeN2O2P2 as an isolated structure (the ωB97M-V functional and the def2-TZVPD basis).

The geometry in XYZ format:
```
88
Properties=species:S:1:pos:R:3:forces:R:3:lowdin_charge:R:1
C -1.6439 1.6931 -2.5224 -0.1 0.2 0.1 -0.273
C -1.1707 -0.5898 -2.4416 -1.6 -0.3 -0.9 -0.237
C -2.1121 1.5532 -3.8294 0.1 0.0 0.1 0.031
C -1.8068 -0.8195 -3.6617 0.5 0.0 0.7 0.020
C -2.2181 0.2901 -4.3980 -0.2 0.2 0.2 0.031
H -2.4224 2.4523 -4.3548 0.0 -0.2 -0.1 0.143
H -1.9569 -1.8401 -4.0079 0.2 0.3 -0.1 0.131
H -2.6288 0.1660 -5.3972 0.0 0.0 0.2 0.143
N -1.2012 0.6278 -1.8281 0.7 -0.3 -0.3 0.029
P -0.8043 3.1994 -0.2260 0.2 0.6 -0.1 1.091
P 0.4855 -3.2503 -1.0633 -0.4 0.6 -1.1 1.415
C -1.6551 3.0685 -1.8643 -0.1 -0.3 -0.3 -0.215
H -1.2124 3.8013 -2.5565 -0.2 -0.2 0.2 0.107
H -2.7080 3.3661 -1.7439 0.3 -0.1 0.0 0.097
C -0.3861 -1.5638 -1.6060 -3.7 -1.5 1.1 -0.237
H -0.9373 -1.6087 -0.6317 0.7 0.7 0.0 0.099
C 0.5192 -4.7723 -2.1842 0.3 -0.4 -0.6 -0.620
C 0.4049 -3.5443 0.8340 -0.4 0.2 0.2 -0.593
C 0.7563 4.2621 -0.4604 -0.1 0.0 0.1 -0.667
C -2.1015 3.9798 0.8713 0.2 -0.1 0.4 -0.673
C 2.0012 -4.9909 -2.5705 0.2 0.0 0.1 -0.061
H 2.5660 -5.4066 -1.7226 -0.2 0.1 -0.2 0.098
H 2.0581 -5.7114 -3.3995 -0.1 0.2 0.3 0.118
H 2.5073 -4.0710 -2.8840 -0.2 -0.4 0.0 0.044
C -0.0015 -6.0298 -1.4699 -0.2 0.0 0.4 -0.072
H 0.5788 -6.2919 -0.5762 -0.2 0.0 -0.3 0.079
H -1.0626 -5.9233 -1.2087 0.3 -0.1 -0.1 0.092
H 0.0833 -6.8723 -2.1738 0.0 0.3 0.1 0.125
C -0.4025 -4.5359 -3.3972 -0.3 0.4 0.0 -0.065
H -0.1489 -5.2656 -4.1805 -0.1 0.2 0.3 0.120
H -1.4535 -4.6868 -3.1110 0.3 0.0 -0.1 0.101
H -0.3196 -3.5318 -3.8252 0.0 -0.4 0.0 0.038
C 1.7220 -4.2519 1.2133 0.3 0.1 -0.4 -0.043
H 2.5816 -3.6156 0.9589 -0.1 -0.2 0.1 0.102
H 1.7409 -4.4260 2.2988 -0.1 0.0 -0.3 0.119
H 1.8584 -5.2232 0.7200 -0.1 0.3 0.1 0.082
C 0.3006 -2.2522 1.6722 0.4 0.3 0.0 -0.104
H 1.1708 -1.5926 1.4973 -0.3 -0.4 0.3 0.059
H -0.6650 -1.7255 1.5279 0.1 -0.2 0.0 0.078
H 0.3290 -2.5309 2.7361 -0.1 0.0 -0.3 0.131
C -0.8492 -4.3801 1.1626 -0.2 -0.1 -0.2 -0.058
H -0.7736 -5.4262 0.8530 0.0 0.4 0.1 0.075
H -1.0076 -4.3718 2.2501 0.1 0.0 -0.3 0.113
H -1.7397 -3.9400 0.6911 0.1 -0.2 0.2 0.099
C -1.4806 4.3466 2.2341 -0.1 0.1 0.0 -0.057
H -2.2774 4.7845 2.8548 0.3 -0.1 -0.1 0.117
H -1.1025 3.4556 2.7518 -0.1 0.5 -0.2 0.053
H -0.6733 5.0853 2.1483 -0.3 -0.2 0.1 0.080
C -3.1866 2.9063 1.1006 0.0 0.3 -0.2 -0.061
H -3.5732 2.5020 0.1565 -0.1 0.0 0.2 0.087
H -2.8171 2.0797 1.7212 -0.1 0.1 -0.1 0.055
H -4.0215 3.3776 1.6395 0.2 -0.2 -0.1 0.118
C -2.7309 5.2213 0.2296 -0.1 0.2 0.0 -0.057
H -3.5149 5.5844 0.9106 0.2 -0.1 -0.2 0.114
H -2.0132 6.0364 0.0915 -0.3 -0.3 0.1 0.073
H -3.2049 5.0056 -0.7346 0.0 0.1 0.2 0.085
C 1.4217 3.9075 -1.8006 0.0 0.0 0.0 -0.065
H 0.7964 4.1787 -2.6608 0.2 0.0 0.2 0.090
H 2.3614 4.4765 -1.8792 -0.3 -0.2 0.0 0.119
H 1.6835 2.8438 -1.8861 -0.1 0.2 0.1 0.053
C 1.7430 3.9579 0.6930 -0.3 0.1 0.0 -0.066
H 2.1633 2.9376 0.6465 0.0 0.1 -0.1 0.072
H 2.5888 4.6575 0.6066 -0.2 -0.3 0.1 0.117
H 1.2925 4.0976 1.6851 0.1 0.0 -0.3 0.085
C 0.4191 5.7570 -0.4621 0.2 0.3 0.0 -0.070
H -0.2989 6.0176 -1.2511 0.2 0.0 0.2 0.097
H 0.0508 6.1118 0.5087 0.1 -0.1 -0.3 0.081
H 1.3476 6.3111 -0.6719 -0.2 -0.1 0.0 0.113
Ce 0.2541 0.5495 0.3445 1.3 -2.1 -2.9 1.259
C -1.3092 1.1081 3.4839 -3.8 -1.1 3.2 -0.125
O -2.1475 1.0446 4.3220 1.7 0.4 -2.0 0.278
N 1.5771 -0.7846 -0.4983 -1.4 2.0 1.2 -0.087
C 1.0154 -1.4108 -1.6233 4.2 0.4 1.4 -0.524
C 1.8753 -1.0894 -2.8832 0.3 -0.4 -0.5 -0.513
C 1.4317 -1.8182 -4.1399 0.0 -0.2 -0.4 -0.022
C 1.7703 0.4093 -3.1987 -0.2 0.2 0.3 -0.016
C 3.3446 -1.4009 -2.5589 0.0 0.0 0.5 -0.014
H 1.5570 -2.9034 -4.0728 0.0 0.4 -0.1 0.066
H 0.3892 -1.5788 -4.3825 0.3 -0.2 -0.1 0.073
H 2.0397 -1.4737 -4.9904 -0.1 -0.1 0.3 0.122
H 2.1409 1.0109 -2.3593 0.0 -0.1 -0.2 0.068
H 2.3767 0.6465 -4.0824 -0.1 -0.1 0.3 0.123
H 0.7375 0.6965 -3.4209 0.2 0.1 -0.1 0.080
H 3.9837 -1.0640 -3.3788 -0.1 -0.1 0.1 0.113
H 3.6348 -0.8746 -1.6394 0.1 -0.1 -0.4 0.089
H 3.5231 -2.4683 -2.3839 0.0 0.2 -0.1 0.080
O 0.9241 1.1238 2.4712 -2.6 0.2 -0.1 -0.095
C -0.3664 1.2197 2.6470 4.7 0.4 0.4 -0.279
```
Positions in Å, forces in eV/Å.

Summary:
highest occupied orbital energy (spin up / spin down)	-0.632 / -0.631	hartree
relative energy (zero: lowest compared OMol25 entry of this formula, charge and spin)	297.63	kJ/mol
orbital gap (spin up / spin down)	0.1533 / 0.1531	Ha
net charge	+3
lowest unoccupied orbital energy (spin up / spin down)	-13.01 / -13.02	eV
multiplicity	1



(2)
Entry from the Open Molecules 2025 dataset: a single C16H26N2O4S molecule (the ωB97M-V functional and the def2-TZVPD basis).

The geometry in XYZ format:
```
49
Properties=species:S:1:pos:R:3:forces:R:3:nbo_charge:R:1
C -1.1766 -2.5129 1.5434 -0.3 0.0 0.0 -0.602
C -2.5526 -1.8601 1.5235 0.3 0.1 0.0 -0.403
C -2.4542 -0.3368 1.5470 -0.2 -0.2 0.0 -0.417
C -3.7923 0.3445 1.3007 0.1 0.0 -0.4 -0.514
S -4.5435 -0.0620 -0.3093 -0.2 0.3 -0.1 0.173
C -3.5766 1.0161 -1.4386 -0.4 -0.2 0.5 -0.579
C -2.2230 0.4801 -1.6792 0.7 0.7 0.2 0.226
N -2.0003 -0.7885 -2.1304 0.0 0.2 -0.1 -0.586
C -0.6381 -1.0530 -2.1972 0.0 -0.1 0.1 0.751
O -0.1171 -2.0934 -2.5222 0.3 -0.6 -0.3 -0.649
N -0.0390 0.1014 -1.7835 0.1 0.1 0.0 -0.609
C -0.9961 1.0575 -1.4507 -1.1 -0.3 -0.4 -0.066
C -0.7275 2.3519 -0.8543 0.2 0.2 0.1 0.568
O -1.6134 3.1642 -0.6501 0.1 0.1 0.1 -0.571
C 0.7059 2.6043 -0.4372 -0.2 0.1 0.2 -0.515
C 1.0598 1.7360 0.7774 0.2 0.2 0.0 -0.398
C 2.4770 1.9796 1.2988 -0.1 -0.1 -0.1 -0.378
C 3.5729 1.7932 0.2374 -0.1 -0.1 0.1 -0.507
C 3.4021 0.4835 -0.4965 0.2 0.5 0.1 0.829
O 2.8061 0.3716 -1.5437 0.0 -0.2 -0.2 -0.655
O 3.9751 -0.5212 0.1452 0.1 0.1 0.3 -0.497
C 3.8902 -1.8307 -0.4342 -0.2 -0.5 -0.3 -0.077
C 2.5485 -2.4971 -0.1673 0.2 0.3 0.0 -0.644
H -1.2694 -3.5952 1.5791 0.1 -0.1 0.0 0.211
H -0.6158 -2.2520 0.6481 0.1 0.0 -0.1 0.205
H -0.6105 -2.1872 2.4142 0.1 0.0 0.1 0.196
H -3.0855 -2.1700 0.6222 0.0 0.0 0.1 0.208
H -3.1355 -2.1978 2.3832 -0.1 0.0 0.0 0.193
H -1.7370 -0.0078 0.7937 0.1 0.0 0.1 0.205
H -2.0809 -0.0068 2.5206 0.1 0.0 0.0 0.204
H -4.5308 0.0201 2.0342 0.0 0.1 0.0 0.223
H -3.6970 1.4297 1.3419 -0.1 0.0 0.1 0.225
H -4.1605 1.0376 -2.3597 0.0 0.1 0.0 0.244
H -3.5156 2.0169 -1.0129 0.0 -0.1 -0.2 0.278
H -2.7189 -1.4626 -2.3389 0.1 -0.1 0.1 0.432
H 0.9640 0.2422 -1.8186 0.0 -0.1 0.0 0.458
H 1.3690 2.3754 -1.2710 0.1 0.0 0.0 0.230
H 0.8047 3.6589 -0.1750 0.0 0.0 -0.1 0.230
H 0.9471 0.6807 0.5217 -0.1 -0.1 0.1 0.206
H 0.3541 1.9551 1.5825 0.0 -0.1 0.0 0.219
H 2.5536 2.9958 1.6901 0.0 0.0 0.1 0.211
H 2.6635 1.2872 2.1221 0.0 0.1 0.1 0.214
H 4.5467 1.8005 0.7265 0.0 0.0 -0.1 0.237
H 3.5294 2.6017 -0.4922 0.0 -0.1 0.0 0.228
H 4.7044 -2.3847 0.0371 -0.1 0.1 -0.1 0.192
H 4.0660 -1.7525 -1.5114 0.1 0.0 0.2 0.200
H 2.2796 -2.3968 0.8821 0.0 0.0 0.1 0.209
H 2.6201 -3.5527 -0.4114 0.0 -0.1 0.0 0.225
H 1.7681 -2.0641 -0.7874 -0.1 0.0 0.0 0.238
```
Positions in Å, forces in eV/Å.

Summary:
highest occupied orbital energy	-0.295	hartree
relative energy (zero: lowest compared OMol25 entry of this formula, charge and spin)	0.00	kJ/mol
orbital gap	0.3135	Ha
structure (SMILES)	CCCCSCc1[nH]c(=O)[nH]c1C(=O)CCCCC(=O)OCC
lowest unoccupied orbital energy	0.51	eV
multiplicity	1



(3)
Entry from the Open Molecules 2025 dataset: a 2-piece molecular cluster, C8H12NO4S2 overall (the ωB97M-V functional and the def2-TZVPD basis).

The geometry in XYZ format:
```
27
Properties=species:S:1:pos:R:3:forces:R:3:nbo_charge:R:1
C 0.8616 -2.9623 0.1288 -0.3 -0.4 1.7 0.810
C -1.4760 1.1300 -1.4560 2.0 -0.5 0.9 0.684
C 0.4705 -1.5019 2.3400 -0.3 0.5 -0.6 -0.488
C -0.2561 -2.3641 1.2929 2.3 -1.2 0.1 -0.210
C -1.3652 -0.3835 1.0392 0.1 -0.2 0.6 0.068
C 1.2665 3.1643 -0.7042 0.7 -0.1 -1.5 -0.596
C 0.3498 2.1459 -0.1318 2.6 -2.0 0.1 -0.434
C -0.0423 1.1566 -1.1431 -3.6 -0.1 0.1 -0.495
N -1.1799 -1.5953 0.5612 0.2 2.0 3.8 -0.534
O 1.8347 -3.5649 0.5857 -0.4 0.3 0.2 -0.721
O -2.3678 1.7706 -0.8604 0.4 -0.6 -0.8 -0.754
O 0.5393 -2.6877 -1.0316 -0.6 0.1 -0.2 -0.762
O -1.8494 0.1492 -2.3506 0.3 -0.7 -0.9 -0.748
S -0.5831 0.0309 2.5694 -0.5 -1.4 -1.5 0.275
S 1.1654 0.3324 -2.0974 0.0 0.4 -0.4 -0.076
H 0.6784 -2.0410 3.2519 -0.3 0.0 0.3 0.231
H 1.3993 -1.1164 1.9762 0.7 0.1 -0.3 0.230
H -0.8488 -3.0775 1.8546 0.2 -0.9 -0.1 0.192
H -2.2440 0.1205 0.7370 -0.4 1.4 -0.8 0.250
H 2.0003 2.6424 -1.3957 -0.5 0.8 1.1 0.202
H 0.7887 3.9024 -1.3134 -0.7 0.5 -0.5 0.191
H 1.7225 3.6899 0.0850 1.2 0.8 0.9 0.185
H -0.5178 2.4756 0.3524 -1.1 0.9 0.7 0.234
H 1.0156 1.5948 0.6068 -0.8 0.5 -0.1 0.159
H -1.0959 -1.8178 -0.3639 -0.5 -0.4 -3.8 0.455
H -1.0496 -0.3063 -2.7618 -1.1 1.2 0.9 0.488
H 0.7830 -0.8870 -1.7712 0.3 -0.9 0.2 0.165
```
Positions in Å, forces in eV/Å.

Summary:
highest occupied orbital energy	-0.118	hartree
relative energy (zero: lowest compared OMol25 entry of this formula, charge and spin)	79.37	kJ/mol
orbital gap	0.2127	Ha
net charge	-1
lowest unoccupied orbital energy	2.58	eV
multiplicity	1



(4)
Entry from the Open Molecules 2025 dataset: C12H21Cl3GeN4PPdSi as an isolated structure (the ωB97M-V functional and the def2-TZVPD basis).

The geometry in XYZ format:
```
44
Properties=species:S:1:pos:R:3:forces:R:3:mulliken_spin:R:1
Pd -0.4228 0.4086 -0.3329 -0.8 0.7 -0.9 0.438
C -1.9770 1.2191 -4.5147 -0.4 -0.7 0.2 -0.002
Si -2.9281 -0.3288 -3.9105 -0.1 0.1 -0.3 0.002
C -4.7780 -0.1733 -4.3570 0.8 -0.1 0.2 -0.001
C -2.1758 -1.9665 -4.5366 -0.3 0.7 0.2 0.000
C -2.6683 -0.3183 -2.0660 -0.2 0.0 -0.5 -0.101
C -2.2534 -0.3672 -0.9158 1.8 -0.3 0.3 0.279
H -1.9570 1.2607 -5.6007 0.0 0.0 -0.2 0.000
H -0.9462 1.2081 -4.1606 0.0 -0.1 0.0 0.001
H -2.4505 2.1328 -4.1547 -0.1 0.0 0.1 0.000
H -4.8954 -0.2160 -5.4374 0.0 0.0 -0.2 0.000
H -5.1960 0.7677 -4.0106 0.0 0.2 0.1 0.000
H -5.3721 -0.9717 -3.9220 0.0 -0.2 0.1 0.000
H -2.2467 -2.0506 -5.6174 0.0 0.0 -0.2 0.000
H -2.6915 -2.8179 -4.1004 -0.1 -0.1 0.1 0.000
H -1.1273 -2.0428 -4.2598 0.1 0.1 0.1 0.000
N 1.3843 -1.4748 -2.2654 0.6 0.0 -0.4 0.009
C 0.9176 -0.5997 -1.6817 -2.5 0.3 2.1 -0.019
Cl -1.9853 2.1837 0.7793 0.5 -1.1 0.3 0.007
Ge -1.4003 3.3720 -1.1476 -0.3 0.2 -0.8 0.007
Cl 0.7810 2.5314 -0.8444 0.8 -0.1 0.1 0.056
Cl -0.9983 5.2725 -0.1538 0.1 0.4 0.3 0.002
C 1.6602 -0.8672 4.5564 0.1 -0.2 0.2 -0.001
N 2.0031 -1.7371 3.4423 0.1 -0.3 0.3 0.014
C 3.3295 -1.4044 2.9469 0.1 -0.1 0.0 0.001
N 3.4283 -0.0096 2.5623 0.3 0.1 0.0 0.012
C 3.0714 0.8341 3.6903 0.2 0.0 0.0 -0.001
N 1.7474 0.5448 4.2212 0.0 0.1 0.2 0.023
C 0.6888 0.9552 3.3340 -0.7 0.4 -0.3 0.023
P 0.7850 0.0325 1.7027 1.3 -0.5 0.4 0.237
C 1.0013 -1.6923 2.4065 -0.7 -0.1 -0.5 0.010
C 2.6174 0.2788 1.3993 -0.2 0.3 -0.6 0.006
H 2.3505 -1.0690 5.3799 0.0 0.0 -0.1 0.001
H 0.6445 -1.1005 4.8831 0.0 0.0 0.1 0.000
H 3.5602 -2.0301 2.0798 0.0 0.0 0.1 0.000
H 4.0621 -1.6079 3.7339 -0.1 0.0 0.0 0.001
H 3.1257 1.8787 3.3732 0.0 0.0 0.1 -0.001
H 3.7953 0.6574 4.4906 0.0 0.1 -0.1 0.001
H 0.7498 2.0349 3.1586 -0.1 -0.2 -0.1 0.000
H -0.2785 0.7399 3.8011 0.1 0.1 -0.1 -0.001
H 1.2998 -2.3417 1.5773 -0.1 0.0 0.0 -0.001
H 0.0499 -2.0543 2.8101 0.1 0.0 -0.2 -0.001
H 2.7894 1.3160 1.0885 -0.1 -0.2 -0.1 0.000
H 2.9061 -0.3869 0.5726 -0.1 0.2 0.1 0.001
```
Positions in Å, forces in eV/Å.

Summary:
highest occupied orbital energy (spin up / spin down)	-0.338 / -0.337	hartree
orbital gap (spin up / spin down)	0.2320 / 0.2259	Ha
lowest unoccupied orbital energy (spin up / spin down)	-2.89 / -3.04	eV
multiplicity	2



Number 1: DFT total energy -2590.2855 a.u.. Number 2: DFT total energy -1434.0083 a.u.. Number 3: DFT total energy -1464.1319 a.u.. Number 4: DFT total energy -4905.0685 a.u..